Here is C31H37As3Cl2F5NO3Pd as an isolated structure from the Open Molecules 2025 dataset. Energies are from ωB97M-V with the def2-TZVPD basis set.

The geometry in ORCA input format:
```
! wB97M-V def2-TZVPD RIJCOSX def2/J DEFGRID3
* xyz 0 1
H 3.43798 4.08870 -1.38874
F -1.85281 0.38487 1.85560
Pd 0.56024 -0.58129 0.03728
H -3.91256 -6.58666 -1.17786
N -1.03611 4.11635 -0.57467
H -1.47873 -3.81628 -2.41842
H 3.20190 5.49087 -3.41341
H 3.44552 -1.38499 1.68560
C -4.70054 6.18334 -0.71388
C -0.56755 -3.32321 -2.07365
H 1.34195 -2.91239 2.90087
C -0.53550 2.89318 4.10537
C 0.44094 -4.39039 -1.59808
H -0.15019 -2.79388 -2.93500
C 0.67324 2.30603 4.44641
F 2.22768 0.56502 4.25859
Cl -0.94796 6.96541 0.35165
C 0.85774 -5.18990 -2.84162
H -3.03131 -1.46241 -2.48448
H 0.11852 -3.86373 2.05780
C -1.36652 2.22504 3.22924
C -2.38580 -2.53609 0.40734
C -3.12873 -5.83242 -1.10949
H -2.80868 -1.65952 0.89396
F 1.49714 2.94101 5.29270
C -4.64476 4.84990 -1.08286
H -2.35445 -8.32568 0.59430
C -0.99696 0.99873 2.71155
F -2.54136 2.77078 2.87716
H -0.71053 -4.75298 0.22216
C 1.22603 1.80628 0.11255
H -5.64232 6.71451 -0.73788
C 2.45644 4.42432 -1.70645
H 1.79052 -4.47583 2.11465
H -3.57041 7.86729 0.00931
H 3.87592 -1.55002 -0.02349
C -3.43012 4.18875 -1.05695
H 0.61198 -5.87021 -0.04510
C 1.35143 4.07099 -0.94289
C -0.18968 -5.32207 -0.55022
C 1.16656 -3.58428 2.06326
As -1.11759 -1.86824 -0.89041
C -1.56922 -7.57121 0.61341
H -1.10370 3.11330 -0.43904
H 2.22510 -3.16664 -1.80676
H 2.43449 -4.58432 -0.78674
H -3.24996 -5.28533 -0.17468
H -1.67009 -0.35187 -2.82135
C -3.54742 6.83207 -0.30256
C 1.74384 -3.77487 -1.03568
C -2.34786 6.14498 -0.25500
H -1.89438 -3.13581 1.16896
C -0.04827 5.30183 -2.47709
H -3.24550 -5.15428 -1.95391
H -3.16716 -3.11012 -0.08670
As -1.40245 -6.76798 -1.16732
O 2.09469 0.93475 0.34899
C 1.06836 5.65982 -3.21576
C -2.26193 -0.83013 -2.04470
C 2.32697 5.21471 -2.83955
H 1.48865 -6.03795 -2.56449
H 0.80382 3.63244 1.07011
H -0.63349 -8.05783 0.88616
H -5.52978 4.31874 -1.40420
H -1.03244 5.63931 -2.78135
C -2.24349 4.80406 -0.64798
C 1.51259 3.26640 0.32198
H -2.71910 -0.06015 -1.42634
H 0.94906 6.28375 -4.09291
C 0.22037 0.36095 3.01620
O 0.06868 1.45063 -0.29161
C 1.03453 1.08580 3.91574
As 1.64869 -2.57403 0.49653
H 2.52216 3.35621 0.71674
H 1.41910 -4.55585 -3.53123
H -0.00970 -5.58500 -3.37225
C 3.47422 -2.07241 0.84129
F -0.88930 4.08463 4.61584
H 4.07270 -2.94980 1.07665
H -1.81636 -6.81831 1.36336
O 0.58110 -0.75657 2.48449
C 0.08287 4.50422 -1.34515
Cl -3.37434 2.52734 -1.56936
*
```

Summary:
- Kohn-Sham gap (Eh) = 0.244
- max |F| (eV/Å) = 0.32
- energy relative to the best compared isomer or geometry (same formula, charge and spin) (kcal/mol) = 15.6
- DFT total energy (Eh) = -9738.8619
- HOMO energy (eV) = -6.973

Here is C31H37Br2MnN3OSe as an isolated structure from the Open Molecules 2025 dataset. Energies are from ωB97M-V with the def2-TZVPD basis set.

The geometry in ORCA input format:
```
! wB97M-V def2-TZVPD RIJCOSX def2/J DEFGRID3
* xyz 1 5
H -2.90404 0.36023 -4.57323
H -0.83821 0.12247 1.78540
H -4.73720 -1.05067 -5.54608
H 3.26486 -2.87563 -2.57738
H -2.13540 -1.88775 -3.66357
C 2.72090 2.79255 4.98693
H -1.05005 -0.54630 -3.32541
N 2.09992 2.86315 0.90466
C -3.07700 -3.25046 1.09028
C 1.88553 1.75087 2.96620
C 2.33025 2.89079 2.24836
H -4.33150 1.49047 2.28607
H -4.70623 -0.95200 -2.47610
O 1.26483 0.79000 2.28644
H -2.31617 2.53040 3.38137
H 2.71152 4.58749 -1.86519
H -1.39920 2.32123 1.88757
C -4.54086 -0.50155 -3.46036
H -2.96215 -3.17114 2.16251
Br 4.00136 5.28771 5.21826
H 1.14350 3.86403 -1.49680
Mn 1.25256 0.90881 0.44264
N -1.89475 -1.09520 0.47200
C 2.09085 1.71982 4.32461
C 2.21894 3.78615 -1.31964
H -3.40739 1.20348 0.83401
C 3.39867 -1.14375 -0.49208
C 2.54091 -0.36072 -0.14247
C -3.86482 -4.43257 -0.88042
C -3.11981 0.05191 -3.54669
H 5.08718 -4.08175 -0.38005
H 2.56085 2.83087 -1.72256
C -3.32373 1.28089 1.92308
H -4.11471 -5.11173 1.14131
H 5.91920 -0.54135 -1.29013
H -3.49362 -3.55246 -2.80794
C 5.81561 -1.45282 -0.70057
Se -0.73849 1.12570 -0.99332
H 6.59475 -2.15296 -1.00703
C -3.37563 -3.46553 -1.73583
H 4.32426 -1.52735 -3.01804
N -2.11784 -1.26430 -1.69859
C 2.50496 3.86968 0.14824
H -4.37277 -5.29341 -1.29312
H 3.34116 -3.83928 -0.21639
C -1.61703 -0.50918 -0.71240
H 3.48848 5.77985 0.06774
H -2.64663 0.06460 3.56527
C -2.86870 -0.05794 2.50211
C 2.97831 3.96242 2.88524
C -2.04519 -0.94316 -3.13011
H -5.24367 0.33093 -3.52550
H 2.85739 2.73983 6.05767
H -3.01534 0.94590 -2.92895
C 3.15655 3.88127 4.29084
C -1.61847 -0.62015 1.83224
C 3.39862 5.02327 2.05928
C -2.58930 -2.27852 0.22576
C -4.85545 -1.50796 -4.56204
H -1.21514 -1.46956 2.38351
H -4.19565 -2.37999 -4.53158
C 4.31622 -3.37151 -0.07612
H 4.44507 -3.15272 0.98419
H -2.79874 3.38646 1.91709
C 4.43740 -2.09323 -0.91835
H 5.00997 -3.13243 -2.72378
C 4.24309 -2.42520 -2.40438
H 3.90784 5.87055 2.49854
Br 1.48956 0.24868 5.31577
H -3.66856 -0.79914 2.43279
H 5.96720 -1.20491 0.35028
H -5.87943 -1.87211 -4.48480
C -3.71765 -4.32855 0.51031
C 3.16709 4.97376 0.71201
C -2.40702 2.44313 2.29632
C -2.73187 -2.38241 -1.14986
*
```

Summary:
- Kohn-Sham gap (alpha / beta) (Eh) = 0.206 / 0.276
- max |F| (eV/Å) = 0.60
- energy relative to the best compared isomer or geometry (same formula, charge and spin) (kcal/mol) = 7.8
- DFT total energy (Eh) = -10143.2664
- expectation value of S² = 6.16
- HOMO energy (alpha / beta) (eV) = -10.621 / -10.754

Here is a 7-piece molecular cluster, C31H37Br2N5O overall at a distorted geometry from the Open Molecules 2025 dataset. Energies are from ωB97M-V with the def2-TZVPD basis set.

The geometry in ORCA input format:
```
! wB97M-V def2-TZVPD RIJCOSX def2/J DEFGRID3
* xyz 0 1
N 0.58423 1.61409 -0.19343
H -0.77902 -0.93739 -2.11736
C 4.18116 -5.12164 -2.33232
C 7.68385 0.82095 -3.10509
H -4.94379 -7.27785 -4.09049
C 8.76791 0.80258 -2.22617
H -4.95525 6.72885 -3.53621
H -4.39249 -5.08443 -2.98968
C 0.49305 0.55415 -1.08711
Br -5.37048 8.92100 -2.48081
H 4.33642 1.35866 6.62896
H 10.92518 -0.96105 -4.05870
C 3.18832 -4.80951 -1.36904
H -6.28314 4.97021 4.89498
H -3.00751 -5.54701 -4.07435
C -6.33475 1.21270 5.07755
N 8.92850 -0.56882 -4.58193
C -7.41640 1.99397 5.28755
C 3.51107 -3.99677 -0.30389
H 6.78886 1.36115 -2.83382
H 1.49680 2.52837 9.53822
C -4.05729 -5.26039 -4.01183
C -1.80848 1.52321 0.02047
H -6.43493 0.14519 5.20715
O -4.32816 -4.77130 -6.23130
C 4.75262 -3.43062 -0.24302
N 5.47811 -4.66750 -2.21659
Br -5.26984 5.96486 -0.65475
H -0.52258 3.04580 0.88697
H -2.75988 1.84985 0.41358
H -3.18011 5.78274 -2.06061
C 2.32195 1.65809 5.94597
H 6.71452 -3.44957 -1.15856
C 9.98235 -0.53695 -3.74627
C -1.85404 0.40054 -0.81916
C 3.34414 1.64503 6.94483
H -5.15223 -3.47933 -4.89339
C 1.73802 2.18607 8.54270
H -5.73692 -6.22556 -6.67158
C -4.23324 -4.05612 -4.99761
C 0.73069 2.12853 7.51530
C -4.26565 7.39737 -3.02081
H -3.52823 7.74063 -3.74640
H -6.04226 -5.93555 -4.35102
H 3.86909 2.07803 8.89803
N 1.05112 1.88071 6.23031
H -4.08329 3.68818 4.68057
H -4.11253 -6.87092 -6.41030
H 2.78920 -3.98654 0.49937
H 2.44527 1.35042 4.91809
C -0.71476 -0.10874 -1.42772
H 10.80791 0.25798 -1.91115
H 5.07692 -2.80974 0.57900
H 2.22685 -5.30120 -1.38370
H -0.31609 2.19325 7.77313
H 1.44646 0.19260 -1.44305
C -3.73034 6.67241 -1.75426
H -3.41831 -3.34422 -4.86653
H -4.23500 1.12078 4.83740
C -5.01102 3.18573 4.91138
C 3.03636 2.02168 8.21263
C 5.70166 -3.81987 -1.21669
C -5.07157 1.80104 4.89908
C -0.59421 2.20082 0.21818
C -6.22161 3.90884 5.08501
C 9.93918 0.15919 -2.54515
H -3.17458 7.34456 -1.10047
H -2.79296 -0.10792 -0.98138
H -8.40814 1.63300 5.51682
H 8.80998 1.35688 -1.30022
C -5.03546 -6.29787 -4.55881
H 3.91700 -5.81102 -3.12059
C 7.79257 0.05449 -4.26810
H 6.98040 -0.04192 -4.97342
C -4.82057 -6.10503 -6.09376
N -7.44066 3.28729 5.39517
*
```

Summary:
- Kohn-Sham gap (Eh) = 0.362
- max |F| (eV/Å) = 4.72
- SMILES = c1ccncc1.c1ccncc1.c1ccncc1.c1ccncc1.c1ccncc1.C1CCOC1.BrCCBr
- DFT total energy (Eh) = -6700.3665
- HOMO energy (eV) = -9.543

Q: Which value of DFT total energy does entry 1 give?
A: -9738.8619 Eh

Q: The highest DFT total energy belongs to which entry?
A: C31H37Br2N5O

Q: Number 2 is which compound?
A: C31H37Br2MnN3OSe